# 1
11
Properties=species:S:1:pos:R:3 method="wB97M-V/def2-TZVPD" e_above_lowest_kj_mol=594.7 charge=0 spin_multiplicity=1 largest_force_ha_per_bohr=0.1552 e_lumo_ev=-1.25 homo_ev=-10.5 orbital_gap_ev=9.2 e_tot_ha=-426.831100
O -2.25160 -0.32321 0.20460
N 1.92210 0.39923 -0.02281
N -0.02804 1.74467 -0.34848
N 0.06200 -0.76813 -0.29711
N 2.11335 -1.02656 0.15327
N 1.02128 -1.70036 -0.04684
C 0.59785 0.50786 -0.26730
C -1.37121 -1.10666 -0.14018
H 0.57994 2.54053 0.90458
H -0.92309 1.81251 0.51541
H -1.72258 -2.07989 -0.65513

***

# 2
11
Properties=species:S:1:pos:R:3 method="wB97M-V/def2-TZVPD" e_above_lowest_kj_mol=738.9 charge=0 spin_multiplicity=1 largest_force_ha_per_bohr=0.1101 e_lumo_ev=-1.59 homo_ev=-9.6 orbital_gap_ev=8.0 e_tot_ha=-426.776173
O -0.53348 -1.30249 -0.00112
N 0.12548 0.96215 0.31879
N -1.85418 -0.82254 0.10638
N -1.05492 1.39486 -0.01048
N 1.75947 -0.69249 0.04275
N 2.61347 0.40743 -0.32607
C 0.55362 -0.41612 0.04295
C -2.07769 0.39820 -0.30806
H 3.37057 0.12583 0.23246
H 2.26447 1.02648 0.56825
H -3.34797 0.62927 -0.12067

***

# 3
11
Properties=species:S:1:pos:R:3 method="wB97M-V/def2-TZVPD" e_above_lowest_kj_mol=340.8 charge=0 spin_multiplicity=1 largest_force_ha_per_bohr=0.0723 e_lumo_ev=-0.43 homo_ev=-9.8 orbital_gap_ev=9.4 e_tot_ha=-426.927813
O -2.27783 0.82070 0.03870
N 1.89611 0.86475 -0.11922
N 2.38993 -0.37396 0.07165
N 0.48206 0.71783 -0.10866
N 1.47468 -1.26899 -0.01059
N -0.95462 -1.21181 -0.20096
C -2.20514 -0.43146 0.03339
C 0.18002 -0.59559 -0.05026
H -3.12037 -1.18109 0.36897
H -0.19332 1.31472 -0.68440
H 2.32849 1.34489 0.66138

***

# 4
7
Properties=species:S:1:pos:R:3 method="wB97M-V/def2-TZVPD" e_above_lowest_kj_mol=286.5 charge=0 spin_multiplicity=1 largest_force_ha_per_bohr=0.1979 e_lumo_ev=-1.06 homo_ev=-10.3 orbital_gap_ev=9.2 e_tot_ha=-207.888554
O 2.61302 0.05039 0.27126
N -0.94985 -0.26265 0.00657
C 1.35466 -0.54118 -0.09109
C 0.16150 0.28031 -0.19841
H 1.53264 -1.62846 -0.36403
H 0.23031 1.43130 -0.34694
H -1.90703 0.20871 0.23402

***

# 5
7
Properties=species:S:1:pos:R:3 method="wB97M-V/def2-TZVPD" e_above_lowest_kj_mol=95.5 charge=0 spin_multiplicity=1 largest_force_ha_per_bohr=0.0238 e_lumo_ev=0.56 homo_ev=-11.4 orbital_gap_ev=12.0 e_tot_ha=-207.961287
O 0.63158 -0.60134 -0.74658
N -1.77135 1.01745 -0.99435
C -1.02469 0.67251 -0.18249
C 0.13357 0.00370 0.43343
H 1.41618 -1.14490 -0.65363
H 0.80308 0.73928 0.91080
H -0.18836 -0.68670 1.23281

***

# 6
7
Properties=species:S:1:pos:R:3 method="wB97M-V/def2-TZVPD" e_above_lowest_kj_mol=370.9 charge=0 spin_multiplicity=1 largest_force_ha_per_bohr=0.1202 e_lumo_ev="-0.88 / -0.88" homo_ev="-8.9 / -8.9" orbital_gap_ev="8.1 / 8.1" e_tot_ha=-207.856412
O 1.40064 -1.18417 1.50652
N 0.73035 -0.81678 0.50752
C -0.66812 0.18676 -0.79621
C 0.17999 0.37512 0.22551
H 0.35819 1.38204 0.64042
H -0.62711 -0.90121 -1.12147
H -1.37393 0.95824 -0.96230

***

# 7
7
Properties=species:S:1:pos:R:3 method="wB97M-V/def2-TZVPD" e_above_lowest_kj_mol=569.9 s2=2.008 charge=0 spin_multiplicity=3 largest_force_ha_per_bohr=0.1480 e_lumo_ev="0.95 / -2.05" homo_ev="-4.7 / -10.1" orbital_gap_ev="5.6 / 8.1" e_tot_ha=-207.651551
O 1.77262 0.05776 0.30608
N 0.68147 -0.28310 -0.27271
C -0.56937 0.67249 -0.19224
C -0.61528 -0.37623 0.51230
H -0.96082 -0.92340 1.39144
H -1.21818 1.56958 -0.55398
H 0.90957 -0.71710 -1.19089

***

# 8
8
Properties=species:S:1:pos:R:3 method="wB97M-V/def2-TZVPD" e_above_lowest_kj_mol=532.0 charge=0 spin_multiplicity=1 largest_force_ha_per_bohr=0.0904 e_lumo_ev="-1.50 / -0.53" homo_ev="-8.3 / -8.8" orbital_gap_ev="6.8 / 8.3" e_tot_ha=-283.055383
O 0.38187 -1.20038 -0.04912
O -1.46658 0.66626 -0.12288
N 2.14508 0.23313 -0.03265
C 0.97762 -0.16950 -0.08850
C -1.88017 -0.40802 0.04087
H 0.09942 0.59657 -0.11222
H 2.52511 1.13460 0.00870
H -2.78235 -0.85266 0.35580

***

# 9
8
Properties=species:S:1:pos:R:3 method="wB97M-V/def2-TZVPD" e_above_lowest_kj_mol=714.9 charge=0 spin_multiplicity=1 largest_force_ha_per_bohr=0.0911 e_lumo_ev="-1.33 / -1.33" homo_ev="-10.1 / -10.1" orbital_gap_ev="8.8 / 8.8" e_tot_ha=-282.985716
O -0.85703 -1.71412 0.56363
O 0.35616 -1.51899 1.07498
N 0.99417 -0.51480 0.87828
C -0.52864 0.64545 -0.61395
C 0.63290 0.53896 0.06494
H -1.36742 0.12114 -0.48171
H 1.44799 1.09282 -0.13692
H -0.67813 1.34954 -1.34925

***

# 10
8
Properties=species:S:1:pos:R:3 method="wB97M-V/def2-TZVPD" e_above_lowest_kj_mol=440.5 charge=0 spin_multiplicity=1 largest_force_ha_per_bohr=0.0834 e_lumo_ev=0.98 homo_ev=-9.8 orbital_gap_ev=10.7 e_tot_ha=-283.090234
O 1.86624 -0.56770 -0.32705
O -0.86873 -0.38427 0.03118
N 1.79099 0.60753 -0.30445
C -1.41342 -0.60425 1.04936
C 1.71742 1.78488 -0.16302
H -2.48000 -0.75400 1.04762
H -0.77944 -0.71366 2.07193
H 1.39447 2.75362 -0.36293

***

# 11
8
Properties=species:S:1:pos:R:3 method="wB97M-V/def2-TZVPD" e_above_lowest_kj_mol=927.6 charge=0 spin_multiplicity=1 largest_force_ha_per_bohr=0.0922 e_lumo_ev="-0.54 / -0.24" homo_ev="-8.0 / -8.9" orbital_gap_ev="7.5 / 8.7" e_tot_ha=-282.904699
O 1.62065 -0.50406 -0.10648
O 2.68123 0.27662 0.01612
N 0.41079 0.01791 -0.10825
C -0.94052 -0.47230 -0.10309
C -0.55129 0.93714 -0.15873
H -1.41363 -1.06598 -0.83911
H -0.71058 1.86510 0.38599
H -1.09665 -1.05444 0.91353

***

# 12
8
Properties=species:S:1:pos:R:3 method="wB97M-V/def2-TZVPD" e_above_lowest_kj_mol=948.4 charge=0 spin_multiplicity=1 largest_force_ha_per_bohr=0.0633 e_lumo_ev="-0.38 / -0.35" homo_ev="-8.0 / -8.1" orbital_gap_ev="7.6 / 7.7" e_tot_ha=-282.896780
O 1.37353 -0.72109 0.60345
O 2.69777 -0.58727 0.69231
N 0.44615 0.04324 -0.02800
C -0.35747 0.81444 -0.75769
C -0.98643 -0.22223 0.06743
H -1.35501 -1.12814 -0.39836
H -0.34398 1.78330 -1.18691
H -1.47457 0.01775 1.00776

***

# 13
8
Properties=species:S:1:pos:R:3 method="wB97M-V/def2-TZVPD" e_above_lowest_kj_mol=470.7 charge=0 spin_multiplicity=1 largest_force_ha_per_bohr=0.0716 e_lumo_ev=0.82 homo_ev=-9.5 orbital_gap_ev=10.3 e_tot_ha=-283.078726
O -0.11799 -0.91201 -0.22963
O 0.07095 1.13099 -1.35027
N 0.48205 1.75786 -0.47657
C 0.85058 2.29448 0.46997
C -0.59670 -2.01727 0.00246
H 1.02835 2.94107 1.20234
H -1.01131 -2.27169 1.02774
H -0.70594 -2.92342 -0.64603

***

# 14
8
Properties=species:S:1:pos:R:3 method="wB97M-V/def2-TZVPD" e_above_lowest_kj_mol=690.7 charge=0 spin_multiplicity=1 largest_force_ha_per_bohr=0.1208 e_lumo_ev="-0.64 / 0.68" homo_ev="-7.6 / -8.7" orbital_gap_ev="6.9 / 9.4" e_tot_ha=-282.994922
O -2.17596 0.93553 0.02152
O -1.55606 -1.14723 0.00913
N -2.53370 -0.21497 -0.01403
C -0.55731 0.96185 0.29211
C -0.25527 -0.52584 0.19779
H -0.02058 1.61440 -0.30991
H 0.18418 -0.64022 1.15509
H 0.42717 -0.79486 -0.56442

***

# 15
8
Properties=species:S:1:pos:R:3 method="wB97M-V/def2-TZVPD" e_above_lowest_kj_mol=670.5 charge=0 spin_multiplicity=1 largest_force_ha_per_bohr=0.0877 e_lumo_ev=0.15 homo_ev=-10.1 orbital_gap_ev=10.3 e_tot_ha=-283.002620
O 0.39181 2.94381 -0.73309
O -0.88874 3.46713 -0.22734
N -1.39608 2.32957 0.28458
C -0.57917 1.47920 -0.18516
C -0.04010 0.17772 0.04671
H 1.03711 0.38276 0.03804
H -0.39108 -0.21451 0.96820
H -0.31367 -0.60912 -0.79896

***

# 16
8
Properties=species:S:1:pos:R:3 method="wB97M-V/def2-TZVPD" e_above_lowest_kj_mol=689.7 s2=2.014 charge=0 spin_multiplicity=3 largest_force_ha_per_bohr=0.1215 e_lumo_ev="0.05 / -3.99" homo_ev="-5.0 / -9.7" orbital_gap_ev="5.0 / 5.7" e_tot_ha=-282.888272
O -0.54495 0.88577 1.61184
O -1.42482 0.62342 0.54038
N 0.73306 -0.39619 0.06981
C 0.75695 -0.00614 -1.12164
C -0.40649 -0.24024 0.86314
H -0.09172 0.45406 -1.63078
H -0.69563 -1.17786 1.34306
H 1.67361 -0.14282 -1.67582

***

# 17
9
Properties=species:S:1:pos:R:3 method="wB97M-V/def2-TZVPD" e_above_lowest_kj_mol=363.7 charge=0 spin_multiplicity=1 largest_force_ha_per_bohr=0.1202 e_lumo_ev=-0.37 homo_ev=-9.4 orbital_gap_ev=9.1 e_tot_ha=-681.320784
S 2.60958 -0.05256 -0.08220
O -2.04195 -0.91593 0.02925
O -1.64638 1.38377 -0.02432
N 1.08114 0.59510 -0.17108
C -1.26968 0.18632 -0.30942
C 0.23500 -0.35343 -0.27693
H 3.62236 1.05012 0.56054
H -2.92121 -0.34147 0.18500
H 0.33114 -1.55192 0.08916

***

# 18
9
Properties=species:S:1:pos:R:3 method="wB97M-V/def2-TZVPD" e_above_lowest_kj_mol=412.0 charge=0 spin_multiplicity=1 largest_force_ha_per_bohr=0.0826 e_lumo_ev=0.26 homo_ev=-11.3 orbital_gap_ev=11.5 e_tot_ha=-681.302388
S 0.02448 -0.79780 0.19621
O -0.40514 -1.94182 -0.54827
O 0.34375 -1.02500 1.56172
N 1.51513 -0.06721 -0.55120
C -1.20644 0.43977 -0.04570
C -1.82448 1.47347 -0.16306
H 1.69572 0.36145 0.31970
H -2.25896 2.40429 -0.19738
H 2.11594 -0.84713 -0.57202

***

# 19
9
Properties=species:S:1:pos:R:3 method="wB97M-V/def2-TZVPD" e_above_lowest_kj_mol=251.6 charge=0 spin_multiplicity=1 largest_force_ha_per_bohr=0.0467 e_lumo_ev=-0.25 homo_ev=-10.2 orbital_gap_ev=10.0 e_tot_ha=-681.363490
S 2.21187 -1.04245 -0.01842
O 2.01430 1.60590 0.05538
O -2.26191 -0.15062 -0.06610
N -0.90812 -0.45112 0.15550
C 1.38562 0.55681 0.00278
C -0.16708 0.58894 -0.04515
H -2.73673 -0.96160 0.15338
H -0.59821 1.53007 -0.22582
H 1.06026 -1.67591 -0.01155

***

# 20
9
Properties=species:S:1:pos:R:3 method="wB97M-V/def2-TZVPD" e_above_lowest_kj_mol=791.7 charge=0 spin_multiplicity=1 largest_force_ha_per_bohr=0.1001 e_lumo_ev="-2.32 / -2.32" homo_ev="-9.3 / -9.3" orbital_gap_ev="7.0 / 7.0" e_tot_ha=-681.157777
S -0.45629 0.23500 1.44846
O -1.82586 1.96920 0.18908
O -1.92603 2.05439 2.34705
N -1.55507 1.63464 1.31523
C 0.59091 -0.54471 -1.11131
C 1.34975 -1.49463 -0.83446
H 0.03945 -0.05300 -1.83281
H 1.85996 -2.20808 -1.61293
H 1.92318 -1.59282 0.09169